Entry 1:
19
Properties=species:S:1:pos:R:3:nbo_charge:R:1 method="wB97M-V/def2-TZVPD" e_above_lowest_kcal_mol=2.8 charge=-1 homo_lumo_gap_ev="3.2541 / 6.4953" spin_multiplicity=2 s2=0.754
C -1.295 2.018 0.181 -0.77
S -1.424 0.313 -0.460 -0.31
S -3.046 -0.244 0.899 -0.58
H -1.109 2.812 -0.618 0.19
H -2.296 2.381 0.700 0.20
H -0.470 2.026 0.929 0.21
H -2.448 -1.250 1.544 0.11
H 0.364 -1.250 -2.827 0.47
H 1.606 -0.910 -2.055 0.50
O 1.133 -1.683 -2.500 -1.00
H 1.336 0.450 -0.090 0.51
H 1.494 1.400 -1.340 0.46
O 1.745 0.582 -1.030 -1.02
H 1.917 0.224 2.070 0.45
H 0.915 -0.676 1.506 0.50
O 1.046 0.256 1.708 -0.95
H -0.222 -1.690 -0.051 0.51
H 0.744 -2.705 0.669 0.47
O 0.011 -2.052 0.763 -0.96


Entry 2:
18
Properties=species:S:1:pos:R:3:nbo_charge:R:1 method="wB97M-V/def2-TZVPD" e_above_lowest_kcal_mol=14.2 homo_lumo_gap_ev=10.6877 smiles=CO.O.O.O.O
C -1.741 -1.364 -0.706 -0.25
O -1.642 -0.052 -0.227 -0.77
H -1.146 -2.244 -0.190 0.16
H -2.827 -1.594 -0.521 0.17
H -1.487 -1.392 -1.727 0.18
H -1.096 0.419 -0.863 0.50
H -1.097 -0.455 2.806 0.47
H -1.259 0.237 1.408 0.51
O -0.811 0.312 2.300 -1.00
H 2.923 0.829 -1.354 0.47
H 2.346 0.464 0.046 0.52
O 2.158 0.301 -0.941 -0.99
H -0.302 1.952 -2.286 0.48
H 0.506 0.736 -1.939 0.50
O -0.345 0.948 -2.286 -0.95
H 1.059 -0.093 2.077 0.51
H 2.484 -0.117 2.534 0.47
O 1.933 -0.330 1.685 -0.98


Entry 3:
24
Properties=species:S:1:pos:R:3:nbo_charge:R:1 method="wB97M-V/def2-TZVPD" charge=+2 homo_lumo_gap_ev="12.5131 / 7.0987" spin_multiplicity=3 s2=2.007
Ag 0.243 0.020 -0.300 1.61
O -2.871 1.681 2.579 -0.57
C -2.315 1.249 1.477 0.92
O -3.069 1.284 0.473 -0.13
O -1.120 0.893 1.401 -0.67
H -2.069 1.686 3.107 0.52
O 1.879 -1.615 -1.055 -0.99
H 2.702 -1.947 -0.697 0.51
H 1.984 -1.686 -2.004 0.50
O 1.396 1.050 -1.772 -0.95
H 1.222 1.907 -2.161 0.53
H 2.263 0.810 -2.097 0.52
O -1.123 -2.002 -0.372 -0.99
H -1.728 -2.280 0.315 0.51
H -1.337 -2.559 -1.121 0.51
O 0.994 -1.255 1.628 -0.99
H 1.647 -1.283 2.327 0.51
H 0.526 -2.087 1.704 0.51
O -1.276 0.240 -2.064 -0.96
H -1.938 0.927 -2.141 0.52
H -1.539 -0.420 -2.706 0.52
O 1.560 1.714 0.902 -0.97
H 2.292 1.156 1.166 0.49
H 1.676 2.517 1.410 0.52


Entry 4:
20
Properties=species:S:1:pos:R:3:nbo_charge:R:1 method="wB97M-V/def2-TZVPD" e_above_lowest_kcal_mol=16.4 charge=-1 homo_lumo_gap_ev=7.2172
C -0.368 -2.804 1.243 -0.72
S 0.512 -1.647 0.119 -0.77
H -1.300 -3.113 0.782 0.18
H -0.615 -2.322 2.194 0.19
H 0.246 -3.681 1.377 0.19
H -1.629 -1.064 -0.863 0.50
H -1.771 -0.020 -1.960 0.46
O -2.280 -0.453 -1.268 -0.98
H 1.837 1.008 -1.277 0.48
H 0.755 0.318 -2.031 0.47
O 1.634 0.699 -2.171 -0.95
H 1.487 0.562 2.188 0.47
H 2.246 -0.081 1.018 0.50
O 2.314 0.605 1.704 -0.98
H -0.038 2.437 -0.422 0.48
H 0.654 3.010 -1.658 0.47
O 0.265 3.268 -0.815 -0.96
H -1.792 0.779 0.099 0.49
H -0.612 1.117 0.914 0.46
O -1.542 1.381 0.827 -0.98


Entry 5:
21
Properties=species:S:1:pos:R:3:nbo_charge:R:1 method="wB97M-V/def2-TZVPD" e_above_lowest_kcal_mol=27.8 homo_lumo_gap_ev=9.9787 smiles=NCN.O.O.O.O
N -1.169 0.738 1.076 -0.87
C -2.135 0.092 0.186 -0.05
N -1.551 -0.522 -1.026 -0.85
H -0.255 0.917 0.673 0.36
H -1.471 1.678 1.300 0.38
H -2.699 -0.620 0.773 0.16
H -2.828 0.845 -0.184 0.17
H -1.246 -1.463 -0.818 0.37
H -2.291 -0.625 -1.713 0.38
H 3.519 -1.027 -1.485 0.48
H 2.188 -0.175 -1.637 0.48
O 2.658 -0.827 -1.118 -0.96
H 1.265 0.999 -1.094 0.46
H -0.289 0.601 -1.508 0.50
O 0.502 1.166 -1.633 -1.00
H 2.353 -3.664 0.442 0.47
H 0.879 -3.819 0.173 0.46
O 1.601 -4.186 0.697 -0.93
H 0.588 3.864 1.827 0.47
H 0.376 2.574 2.605 0.47
O 0.003 3.453 2.464 -0.94


Entry 6:
22
Properties=species:S:1:pos:R:3:nbo_charge:R:1 method="wB97M-V/def2-TZVPD" e_above_lowest_kcal_mol=12.4 homo_lumo_gap_ev=10.2088 smiles="[H]/N=C/N.O.O.O.O.O"
N 1.876 -0.498 1.788 -0.79
C 0.936 0.332 2.411 0.30
N 0.534 1.322 1.701 -0.79
H 1.709 -1.451 2.093 0.39
H 1.841 -0.355 0.791 0.39
H 0.777 -0.004 3.433 0.16
H 0.003 2.011 2.230 0.35
H -3.048 -0.926 -0.851 0.48
H -1.920 0.100 -0.588 0.50
O -2.097 -0.790 -0.980 -1.01
H 0.533 -0.285 -2.785 0.48
H -0.233 -1.112 -1.800 0.48
O 0.654 -1.017 -2.162 -0.97
H -2.296 1.824 -1.370 0.49
H -1.191 2.215 -0.258 0.51
O -2.054 1.808 -0.444 -0.96
H 1.083 -3.349 -0.106 0.47
H -0.018 -2.471 -0.469 0.48
O 0.425 -2.801 0.328 -0.94
H 0.903 2.573 -0.864 0.47
H 0.847 1.095 -0.715 0.49
O 0.738 1.778 -1.384 -0.96


Entry 7:
20
Properties=species:S:1:pos:R:3:nbo_charge:R:1 method="wB97M-V/def2-TZVPD" e_above_lowest_kcal_mol=28.4 charge=+1 homo_lumo_gap_ev=11.8826
C -0.265 0.773 -0.592 -0.45
N 0.190 0.501 0.798 -0.70
H 0.533 0.697 -1.334 0.25
H -0.611 1.777 -0.810 0.23
H -0.907 -0.033 -0.920 0.23
H 1.011 -0.082 0.709 0.45
H 0.576 1.367 1.226 0.46
H -0.661 0.244 1.315 0.48
H 2.431 -3.276 0.358 0.48
H 1.703 -3.396 1.686 0.48
O 1.659 -2.942 0.845 -0.96
H 0.713 -0.194 -3.916 0.48
H -0.185 -1.347 -3.538 0.48
O 0.578 -0.829 -3.219 -0.95
H -2.745 -1.209 0.155 0.50
H -2.664 -1.620 1.716 0.51
O -2.348 -1.049 1.008 -0.99
H 0.997 3.667 1.149 0.49
H -0.360 3.774 1.733 0.50
O 0.356 3.177 1.632 -0.96


Entry 8:
20
Properties=species:S:1:pos:R:3:nbo_charge:R:1 method="wB97M-V/def2-TZVPD" e_above_lowest_kcal_mol=42.5 homo_lumo_gap_ev=11.3697 smiles=C.O.O.O.O.O
C -0.174 -3.114 0.176 -0.86
H -0.344 -2.158 -0.445 0.20
H -0.197 -2.794 1.219 0.22
H -0.779 -4.023 0.124 0.23
H 0.889 -3.265 -0.130 0.22
H -1.862 1.367 3.880 0.47
H -1.596 2.108 2.576 0.48
O -1.466 2.141 3.523 -0.95
H -1.630 -0.610 -2.114 0.47
H -2.374 0.314 -3.176 0.47
O -2.561 -0.383 -2.462 -0.94
H 2.896 1.248 1.696 0.48
H 2.088 0.698 0.472 0.47
O 2.852 0.500 0.984 -0.96
H 2.826 0.337 -1.414 0.49
H 2.632 1.624 -2.137 0.47
O 2.109 0.915 -1.846 -0.95
H -0.551 1.270 -0.466 0.46
H -1.678 2.099 -0.527 0.47
O -1.079 1.726 0.067 -0.92


Entry 9:
22
Properties=species:S:1:pos:R:3:nbo_charge:R:1 method="wB97M-V/def2-TZVPD" charge=-2 homo_lumo_gap_ev="7.1265 / 7.1817" spin_multiplicity=2 s2=0.781
O -0.360 -0.718 1.857 -0.51
V 0.055 -0.139 0.437 1.33
B 2.259 0.405 1.374 -0.72
H 2.474 -0.794 1.236 -0.01
H 1.788 0.761 0.329 0.01
H 1.510 0.521 2.296 0.04
H 3.301 0.989 1.548 -0.02
B -0.834 -2.362 -0.296 -0.59
H -1.480 -2.664 0.674 -0.01
H 0.363 -2.504 -0.101 -0.02
H -1.256 -3.091 -1.169 -0.03
H -1.055 -1.202 -0.558 -0.04
B -1.622 1.675 1.016 -0.56
H -0.482 1.603 1.365 -0.02
H -1.764 0.671 0.369 -0.02
H -2.378 1.748 1.959 -0.05
H -1.780 2.608 0.262 -0.04
C 0.240 0.472 -2.527 -0.22
O 0.092 1.109 -1.313 -0.87
H -0.143 1.097 -3.364 0.11
H 1.313 0.333 -2.812 0.10
H -0.240 -0.519 -2.582 0.14


Entry 10:
22
Properties=species:S:1:pos:R:3:nbo_charge:R:1 method="wB97M-V/def2-TZVPD" e_above_lowest_kcal_mol=37.4 homo_lumo_gap_ev=10.4794 smiles=CN.O.O.O.O.O
C 3.121 -1.003 -1.541 -0.43
N 1.895 -0.449 -0.851 -0.87
H 3.655 -0.201 -2.072 0.19
H 2.878 -1.800 -2.217 0.20
H 3.753 -1.550 -0.760 0.19
H 2.058 0.362 -0.311 0.39
H 1.214 -0.217 -1.523 0.36
H -7.113 -1.092 0.518 0.48
H -5.563 -1.096 0.009 0.48
O -6.502 -0.821 -0.189 -0.96
H -0.676 5.270 0.138 0.47
H 0.399 5.283 1.236 0.47
O 0.172 4.843 0.374 -0.93
H -1.409 -0.715 0.603 0.48
H -0.420 -1.535 1.366 0.50
O -1.071 -0.832 1.528 -0.94
H 1.167 -2.031 -0.328 0.49
H 1.234 -3.506 -0.369 0.46
O 0.536 -2.764 -0.445 -0.99
H -0.077 0.561 1.241 0.49
H 0.216 1.892 2.217 0.47
O 0.533 1.401 1.376 -1.01


Entry 11:
22
Properties=species:S:1:pos:R:3:nbo_charge:R:1 method="wB97M-V/def2-TZVPD" e_above_lowest_kcal_mol=44.1 homo_lumo_gap_ev=10.1057 smiles=CN.O.O.O.O.O
C -0.372 -1.259 -1.534 -0.41
N -1.767 -1.054 -1.860 -0.85
H 0.186 -1.733 -2.393 0.18
H 0.031 -0.354 -1.217 0.19
H -0.295 -1.981 -0.733 0.19
H -2.365 -1.774 -1.565 0.36
H -1.898 -1.127 -2.865 0.36
H 3.673 -0.606 -1.695 0.46
H 4.202 -1.131 -2.906 0.46
O 4.186 -1.360 -1.965 -0.92
H 3.590 1.912 0.831 0.46
H 2.909 3.181 1.342 0.47
O 2.832 2.563 0.641 -0.93
H -3.063 0.613 1.659 0.50
H -2.148 -0.080 2.822 0.48
O -3.050 -0.017 2.406 -0.98
H -2.481 0.321 -0.850 0.51
H -4.082 0.803 -0.898 0.48
O -3.163 1.015 -0.658 -1.01
H 0.738 -0.940 2.968 0.49
H 1.709 0.256 2.205 0.50
O 0.931 -0.005 2.765 -0.99


What did the tenth record say?
22
Properties=species:S:1:pos:R:3:nbo_charge:R:1 method="wB97M-V/def2-TZVPD" e_above_lowest_kcal_mol=37.4 homo_lumo_gap_ev=10.4794 smiles=CN.O.O.O.O.O
C 3.121 -1.003 -1.541 -0.43
N 1.895 -0.449 -0.851 -0.87
H 3.655 -0.201 -2.072 0.19
H 2.878 -1.800 -2.217 0.20
H 3.753 -1.550 -0.760 0.19
H 2.058 0.362 -0.311 0.39
H 1.214 -0.217 -1.523 0.36
H -7.113 -1.092 0.518 0.48
H -5.563 -1.096 0.009 0.48
O -6.502 -0.821 -0.189 -0.96
H -0.676 5.270 0.138 0.47
H 0.399 5.283 1.236 0.47
O 0.172 4.843 0.374 -0.93
H -1.409 -0.715 0.603 0.48
H -0.420 -1.535 1.366 0.50
O -1.071 -0.832 1.528 -0.94
H 1.167 -2.031 -0.328 0.49
H 1.234 -3.506 -0.369 0.46
O 0.536 -2.764 -0.445 -0.99
H -0.077 0.561 1.241 0.49
H 0.216 1.892 2.217 0.47
O 0.533 1.401 1.376 -1.01